{"formula": "C21H42Br16O7P2S", "method": "ωB97M-V with the def2-TZVPD basis set", "charge": 0, "orbital_gap_ev": 7.98, "homo_ev": -8.6, "species": ["C", "C", "C", "C", "O", "S", "O", "O", "O", "C", "P", "P", "O", "O", "O", "H", "H", "H", "H", "H", "H", "H", "H", "H", "H", "Br", "C", "C", "Br", "H", "H", "H", "H", "Br", "C", "C", "Br", "H", "H", "H", "H", "Br", "C", "C", "Br", "H", "H", "H", "H", "Br", "C", "C", "Br", "H", "H", "H", "H", "Br", "C", "C", "Br", "H", "H", "H", "H", "Br", "C", "C", "Br", "H", "H", "H", "H", "Br", "C", "C", "Br", "H", "H", "H", "H", "Br", "C", "C", "Br", "H", "H", "H", "H"], "xyz": [[3.14866, -0.64848, -0.81626], [1.67978, -0.83661, -0.95702], [0.56424, 0.32257, -1.26643], [0.76434, 1.72403, -0.44080], [0.62591, 2.87384, -1.35225], [-0.92192, 3.63417, -1.12894], [-0.92304, 5.02714, -0.42534], [-1.82959, 3.79444, -2.38393], [-1.49970, 2.60554, 0.11986], [-0.28078, 2.11170, 0.77907], [0.55336, 3.12836, 2.16382], [2.32923, 4.19760, 1.48082], [3.54340, 3.26534, 1.05254], [2.90419, 5.14823, 2.86687], [2.06031, 5.31551, 0.17296], [3.83790, -1.23201, -1.57702], [3.63026, 0.07939, -0.00218], [1.28054, -1.95818, -0.88229], [-0.52539, -0.11363, -1.07331], [0.58394, 0.58506, -2.42930], [1.76561, 1.57434, 0.14592], [-0.64984, 1.11976, 1.32256], [1.06287, 2.17784, 3.15630], [3.12658, 4.50036, 3.62436], [2.31542, 4.90218, -0.71402], [4.10248, 1.93279, 4.67635], [5.45982, 2.53924, 5.93960], [6.08929, 3.83534, 5.48576], [7.37186, 3.53222, 4.04724], [6.17906, 1.72289, 6.05142], [4.92648, 2.67910, 6.88400], [6.67140, 4.28562, 6.29474], [5.36288, 4.56476, 5.11687], [2.72265, -1.86704, 4.22180], [3.20997, -1.80733, 6.10990], [4.70908, -1.85656, 6.28970], [5.39246, -3.66576, 6.03274], [2.68634, -2.63260, 6.60081], [2.80816, -0.85881, 6.47699], [4.98361, -1.59246, 7.31485], [5.25101, -1.20928, 5.59464], [-3.44647, 2.81154, -1.00144], [-4.90238, 2.01338, 0.02289], [-5.78654, 1.16069, -0.85646], [-6.97566, 2.26196, -1.94246], [-5.43655, 2.83380, 0.51056], [-4.41137, 1.40197, 0.78512], [-6.45089, 0.53961, -0.24906], [-5.22685, 0.52136, -1.54477], [1.38613, -4.71859, 0.08037], [0.46134, -5.69131, -1.33545], [0.24799, -4.81822, -2.54964], [-1.21976, -3.56398, -2.26889], [-0.46940, -6.07220, -0.90544], [1.11625, -6.53345, -1.57589], [-0.05484, -5.42137, -3.41020], [1.12697, -4.22558, -2.81786], [-9.08550, 3.83811, -6.11784], [-7.67454, 4.67168, -5.05939], [-8.25086, 5.57161, -3.99167], [-8.86595, 7.26140, -4.74829], [-7.01700, 5.19462, -5.75970], [-7.12813, 3.83864, -4.60841], [-7.48227, 5.84919, -3.26485], [-9.10106, 5.13005, -3.46443], [2.93706, -7.70268, -3.03940], [4.10445, -7.43461, -1.49950], [4.57995, -8.75369, -0.93737], [3.17956, -9.62276, 0.10659], [3.54702, -6.83064, -0.77786], [4.94727, -6.85106, -1.88031], [5.40341, -8.59918, -0.23445], [4.89279, -9.46556, -1.70623], [8.18206, -6.71847, 5.12942], [6.72615, -7.51663, 6.15374], [5.84199, -8.36932, 5.27440], [4.65286, -7.26805, 4.18839], [6.19198, -6.69622, 6.64141], [7.21716, -8.12804, 6.91597], [5.17764, -8.99041, 5.88179], [6.40168, -9.00866, 4.58608], [-8.91794, 7.51857, -9.62984], [-10.37385, 6.72040, -8.60552], [-11.25801, 5.86772, -9.48486], [-12.44714, 6.96898, -10.57087], [-10.90802, 7.54082, -8.11785], [-9.88284, 6.10899, -7.84329], [-11.92236, 5.24663, -8.87747], [-10.69832, 5.22838, -10.17318]]}



{"formula": "C4H8N2O2", "method": "ωB97M-V with the def2-TZVPD basis set", "smiles": "CN(C=O)CC(N)=O", "charge": 0, "orbital_gap_ev": 9.96, "homo_ev": -9.1, "species": ["C", "N", "C", "O", "C", "C", "N", "O", "H", "H", "H", "H", "H", "H", "H", "H"], "xyz": [[0.22409, -1.74249, 1.41300], [-0.28573, -0.38961, 0.96390], [-1.64332, -0.03072, 1.12018], [-1.82100, 1.11537, 0.72357], [0.85252, 0.45014, 0.40229], [0.90358, 0.21938, -1.10741], [0.31214, 1.17161, -1.93600], [1.40370, -0.69880, -1.64923], [1.19694, -1.88922, 1.06362], [-0.58490, -2.43632, 1.06118], [0.31809, -1.63718, 2.54342], [-2.35440, -0.64245, 1.60692], [0.71489, 1.48023, 0.85732], [1.88522, -0.01974, 0.65851], [-0.29794, 2.04023, -1.66485], [0.25441, 0.92003, -2.88458]]}



{"formula": "C4H11NO2", "method": "ωB97M-V with the def2-TZVPD basis set", "smiles": "N[C@H](CO)CCO", "charge": 0, "orbital_gap_ev": 10.06, "homo_ev": -9.3, "species": ["N", "C", "C", "O", "C", "C", "O", "H", "H", "H", "H", "H", "H", "H", "H", "H", "H", "H"], "xyz": [[-0.11759, 0.57311, 1.56842], [-0.32964, 0.58089, 0.08419], [-1.86257, 0.71192, -0.05779], [-2.51849, -0.27297, -1.08628], [0.33779, -0.64831, -0.54210], [1.83706, -0.80280, -0.33480], [2.70749, 0.34323, -0.78186], [0.85115, 0.75964, 1.83271], [-0.34521, -0.33120, 2.09483], [0.28410, 1.47545, -0.29231], [-1.96573, 1.68419, -0.44705], [-2.31490, 0.53123, 0.97620], [-3.46762, -0.40017, -0.82569], [0.03330, -0.70352, -1.58487], [-0.18824, -1.53623, -0.14019], [2.14171, -1.57397, -1.02504], [1.99339, -1.34811, 0.56599], [2.92401, 0.95762, -0.00434]]}



{"formula": "C27H46BBrF3NO27S6Si", "method": "ωB97M-V with the def2-TZVPD basis set", "smiles": "CN(C)B(O)[C@@](F)(Br)OC(=O)C(F)(F)CC[Si](C)(C)c1ccccc1.O=S1(=O)OCCO1.O=S1(=O)OCCO1.O=S1(=O)OCCO1.O=S1(=O)OCCO1.O=S1(=O)OCCO1.O=S1(=O)OCCO1", "charge": 0, "orbital_gap_ev": 7.34, "homo_ev": -8.5, "species": ["C", "N", "C", "B", "O", "C", "F", "Br", "O", "C", "O", "C", "F", "F", "C", "C", "Si", "C", "C", "C", "C", "C", "C", "C", "C", "H", "H", "H", "H", "H", "H", "H", "H", "H", "H", "H", "H", "H", "H", "H", "H", "H", "H", "H", "H", "H", "H", "O", "S", "O", "O", "C", "C", "O", "H", "H", "H", "H", "O", "S", "O", "O", "C", "C", "O", "H", "H", "H", "H", "O", "S", "O", "O", "C", "C", "O", "H", "H", "H", "H", "O", "S", "O", "O", "C", "C", "O", "H", "H", "H", "H", "O", "S", "O", "O", "C", "C", "O", "H", "H", "H", "H", "O", "S", "O", "O", "C", "C", "O", "H", "H", "H", "H"], "xyz": [[-0.14024, -2.25230, -0.40261], [0.50399, -3.61057, -0.23418], [1.87833, -3.69481, -0.86058], [0.47393, -4.10775, 1.19937], [-0.53500, -5.18032, 1.50430], [1.41795, -3.53551, 2.44062], [0.81569, -4.12428, 3.69501], [3.27158, -4.38068, 2.33207], [1.48982, -2.06758, 2.50496], [2.50654, -1.59567, 3.45767], [2.69536, -2.03016, 4.70608], [3.50458, -0.34698, 2.96881], [4.59166, -0.22110, 4.00944], [2.76153, 0.96781, 2.96118], [4.13957, -0.74480, 1.50959], [5.36483, 0.27944, 1.12985], [6.59214, -0.66949, -0.07047], [7.96486, -1.44323, 1.04169], [5.64427, -2.01325, -1.13423], [7.24117, 0.68528, -1.30586], [7.07080, 0.47142, -2.92486], [7.57286, 1.63050, -3.97781], [8.24000, 3.00762, -3.31760], [8.43655, 3.20202, -1.68315], [7.92391, 2.03237, -0.64704], [-0.33677, -1.67757, 0.59780], [-1.21605, -2.45303, -0.87883], [0.41028, -1.55669, -1.20128], [2.48402, -4.65671, -0.51144], [2.45300, -2.68967, -0.69083], [1.71266, -3.85267, -2.03150], [-0.08004, -5.92322, 2.00092], [4.54542, -1.84562, 1.52715], [3.28039, -0.61260, 0.69902], [5.99435, 0.64519, 2.05052], [4.90354, 1.20427, 0.57683], [8.85128, -1.88581, 0.41434], [7.46337, -2.37530, 1.59215], [8.34884, -0.72308, 1.89674], [4.81489, -2.58266, -0.51049], [6.39134, -2.85407, -1.51515], [5.09382, -1.47985, -2.04306], [6.57789, -0.49466, -3.37159], [7.42964, 1.49057, -5.13557], [8.56630, 3.84518, -4.10319], [8.91906, 4.20691, -1.27117], [8.06814, 2.22193, 0.50998], [1.87633, 2.28008, 9.48570], [2.79266, 1.89656, 8.43481], [4.19723, 2.23303, 8.45362], [2.16260, 2.37763, 7.01020], [1.99385, 1.24578, 6.15836], [1.77606, 0.05987, 7.09424], [2.65028, 0.28921, 8.19693], [2.90963, 1.12168, 5.57142], [1.14790, 1.39954, 5.48308], [2.00208, -0.89576, 6.61522], [0.74949, 0.04188, 7.47525], [2.88161, 1.56660, -0.42602], [1.74286, 1.25051, -1.25937], [1.78196, 0.24781, -2.29834], [1.18018, 2.64012, -1.89989], [-0.18198, 2.82285, -1.51739], [-0.32752, 2.11150, -0.17481], [0.47190, 0.93625, -0.28658], [-0.81520, 2.35838, -2.28019], [-0.41900, 3.88788, -1.44810], [-1.36507, 1.85228, 0.04891], [0.07901, 2.72020, 0.63978], [-1.66492, 4.40012, 2.16542], [-2.38016, 3.25372, 2.68052], [-3.44672, 2.60127, 1.95723], [-2.91485, 3.61828, 4.17688], [-2.38296, 2.68246, 5.11311], [-1.05430, 2.22204, 4.51948], [-1.28626, 2.12496, 3.11607], [-3.08681, 1.84825, 5.19814], [-2.25692, 3.15234, 6.09219], [-0.72824, 1.26082, 4.92383], [-0.27033, 2.96941, 4.68125], [-4.29330, -2.19375, -3.83957], [-4.35245, -1.44268, -2.60526], [-3.92942, -0.06553, -2.50081], [-3.59727, -2.30699, -1.44744], [-4.50678, -2.56886, -0.38001], [-5.89171, -2.59390, -1.02116], [-5.86508, -1.56456, -2.00732], [-4.42335, -1.75389, 0.34622], [-4.26028, -3.51599, 0.10727], [-6.68941, -2.41332, -0.29670], [-6.07256, -3.54585, -1.53147], [-6.74593, 4.04001, -6.46196], [-6.69670, 4.20651, -5.02635], [-7.26970, 5.34446, -4.34581], [-5.14677, 4.04205, -4.54825], [-5.04963, 2.97240, -3.60932], [-6.18111, 2.01224, -3.96645], [-7.27621, 2.84701, -4.33616], [-5.18663, 3.38697, -2.60537], [-4.06782, 2.49587, -3.67443], [-6.45571, 1.36316, -3.13154], [-5.91735, 1.39749, -4.83354], [-8.88995, -3.26499, -3.29970], [-8.17138, -2.19425, -3.95415], [-7.14135, -1.42205, -3.29906], [-9.26290, -1.16631, -4.59432], [-9.05574, -1.06896, -6.00243], [-8.45375, -2.40810, -6.41962], [-7.57191, -2.76760, -5.35854], [-8.35616, -0.24751, -6.18779], [-10.00018, -0.86378, -6.51350], [-7.91208, -2.34441, -7.36636], [-9.22581, -3.18126, -6.49366]]}